Computed, not measured: an isolated molecule of C7H12N2OS in a non-equilibrium geometry, with ωB97M-V with the def2-TZVPD basis set.

Its energy above the lowest of the compared OMol25 structures with the same formula, charge and spin is 12.91 kcal/mol. Its structure (SMILES) is CCCC[C@@H]1SC(N)=NC1=O. The HOMO energy comes out at -9.5 eV.

The geometry in ORCA input format:
```
! wB97M-V def2-TZVPD RIJCOSX def2/J DEFGRID3
* xyz 0 1
H 5.14893 0.05010 -0.31215
H -3.37852 -1.58399 0.38834
N 2.87353 1.21708 -0.21804
H 0.21185 -0.05957 -1.24979
H -0.53093 -1.02437 1.18083
N 4.45397 -0.54884 0.12018
C -2.76496 -1.23699 -0.44008
H -3.29891 -1.63741 -1.29042
H 4.50677 -1.55245 -0.10992
H -3.37100 0.96120 -0.55803
H -1.56777 1.82347 0.61242
C -0.33764 0.03317 0.94459
C 3.18575 -0.01516 -0.06125
H 0.17197 0.52719 1.79076
C 1.44013 1.41885 -0.24376
C 0.68302 0.07027 -0.24370
C -2.47205 0.29480 -0.50177
C -1.69774 0.74991 0.73222
S 1.89034 -1.26871 -0.02262
H -1.87605 -1.92068 -0.46281
H -1.77332 0.55595 -1.36550
H -2.37777 0.68605 1.57782
O 0.88039 2.46013 -0.26732
*
```



Computed, not measured: an isolated molecule of C7H12N2OSi in a non-equilibrium geometry, with ωB97M-V with the def2-TZVPD basis set.

Its energy above the lowest of the compared OMol25 structures with the same formula, charge and spin is 0.00 kcal/mol. Its structure (SMILES) is C[Si](C)(C)n1ncccc1=O. The HOMO energy comes out at -9.0 eV.

The geometry in ORCA input format:
```
! wB97M-V def2-TZVPD RIJCOSX def2/J DEFGRID3
* xyz 0 1
H -2.15251 0.44996 0.76384
C 0.30934 0.50724 -2.11002
H 1.27373 2.94579 -0.10962
H -2.17494 1.78068 -0.53080
N 0.00082 -0.95059 0.42994
Si 0.07062 0.74271 -0.21998
H -0.13703 -0.40359 -2.47955
C 1.16092 -3.06383 0.78290
C 1.23869 -1.64872 0.38276
C -0.01730 -3.58057 1.16843
C -1.13249 -2.65013 1.34505
H -2.05043 -2.92214 1.83656
H -0.02834 1.40621 -2.72977
H 2.07003 -3.76486 0.96970
N -1.10623 -1.44246 0.94867
H 2.39914 1.63756 0.09068
C 1.43051 1.88906 0.41101
O 2.18991 -1.03667 -0.11738
H -0.24026 -4.61762 1.59038
H 1.42784 0.51987 -2.22613
H -1.46212 2.05808 1.11880
C -1.62849 1.33313 0.31005
H 1.42566 2.06472 1.49197
*
```



Computed, not measured: an isolated molecule of C7H12N2S in a non-equilibrium geometry, with ωB97M-V with the def2-TZVPD basis set.

Its energy above the lowest of the compared OMol25 structures with the same formula, charge and spin is 77.62 kcal/mol. Its structure (SMILES) is [H]/N=C/C/N=C/C(=C)[C@H](C)S. The HOMO energy comes out at -9.0 eV.

The geometry in ORCA input format:
```
! wB97M-V def2-TZVPD RIJCOSX def2/J DEFGRID3
* xyz 0 1
H 1.31835 2.26286 -0.77239
H -4.73313 -1.59001 1.06890
H -2.90125 1.24883 -0.33555
C -3.35158 -0.67334 0.29221
S 3.49381 -0.34302 0.72636
C 1.79178 0.41576 0.43137
H 1.32306 0.33794 1.39175
H -0.94284 -1.42615 -0.56442
H 2.70366 -1.77086 -1.09662
H 2.83954 1.56596 -1.16359
N -1.03332 0.52899 0.06387
H 3.90474 0.96583 0.99861
H 2.58626 2.47357 0.45024
H -3.16471 -1.47942 -0.49797
C -0.43827 -0.57497 -0.25540
C 1.01881 -0.63010 -0.39398
N -4.14818 -0.76750 1.26354
H 0.98101 -2.36602 -1.61256
C -2.44349 0.58937 0.27651
C 1.61886 -1.51425 -1.17217
C 2.11715 1.69535 -0.36693
H -2.54026 1.05119 1.26820
*
```



Computed, not measured: an isolated molecule of C7H12N2S in a non-equilibrium geometry, with ωB97M-V with the def2-TZVPD basis set.

Its energy above the lowest of the compared OMol25 structures with the same formula, charge and spin is 124.84 kcal/mol. The HOMO energy comes out at -7.5 eV.

The geometry in ORCA input format:
```
! wB97M-V def2-TZVPD RIJCOSX def2/J DEFGRID3
* xyz 0 1
H 4.30540 1.17888 1.39406
H -2.54191 -0.42539 1.47054
C 3.75112 0.28166 1.17770
C 1.70171 -0.19245 -0.00385
H -1.08545 -0.75978 -1.86550
H -2.41784 1.33752 -0.26397
H 2.43609 0.19981 -1.72962
H 1.29020 -0.97391 -1.90754
C -2.34760 -0.75697 0.48406
C -1.79926 0.05795 -1.79648
N 1.71505 1.53059 1.64101
H 4.19982 -0.41187 0.53630
H -3.28458 -0.93866 0.02167
H -1.27429 0.85728 -2.29025
S 0.08980 1.71112 1.45261
N 1.96150 -0.54358 -1.25349
H 3.54537 -0.33091 2.10248
C -1.80025 0.52716 -0.30714
H -1.58657 -1.49479 0.39771
C 2.27345 0.61747 0.87503
H -2.65861 -0.32085 -2.32617
C -0.40501 0.83903 0.15417
*
```